Record 1
Molecular formula: C34H49BIrN8O2S2
Method: DFT, ωB97M-V/def2-TZVPD

Atoms and positions in Å:
H: -0.88196 0.60397 -5.54495
N: 1.26780 -2.17905 -1.28516
H: 2.89934 -4.18292 -2.37674
H: -3.64902 5.93397 -1.12406
N: 2.93089 -0.82271 0.00718
H: -0.03463 1.64979 -2.14730
C: -1.72304 3.02089 -0.47811
H: 4.05581 4.63610 0.62295
H: 6.26065 -1.30566 0.05883
H: -0.85697 1.67894 3.34207
H: -7.37959 -2.66127 0.96284
H: 1.50114 -4.96615 -1.63964
H: 5.13682 -2.42812 0.82736
S: -3.34974 3.66787 -0.46899
H: 0.06182 -2.69267 -4.23282
H: -1.77124 5.23364 -2.51003
H: -1.05382 6.39432 -1.37247
C: -2.18281 0.06416 -3.20307
C: -1.57222 5.44038 -1.45937
H: 2.15078 2.84727 2.21005
Ir: 0.16528 0.06784 0.16769
O: -1.63842 -0.78872 0.24628
N: 1.41944 -2.40129 1.18201
H: 1.24911 0.06166 4.59322
C: -6.43861 -2.14969 0.80710
H: 5.17367 -2.28442 -0.92861
C: -0.58213 0.83120 2.71243
N: -1.52166 1.75823 -0.26606
C: 0.49124 -2.82217 3.12868
H: 1.82150 -5.22892 2.94094
H: 0.91947 2.72516 0.94399
C: -4.04212 -2.24225 0.59710
C: -2.75435 -0.10510 0.19234
H: 1.57651 -4.76839 -3.39147
H: -1.33092 0.80473 1.92460
N: -2.78349 1.16347 -0.04327
H: 0.57336 -0.35076 -5.23558
H: 0.25954 -1.15160 5.41320
C: -5.21419 -0.13475 0.42385
C: -5.26916 -2.87727 0.79604
C: 0.00456 -1.08800 -2.71153
H: -1.99813 -1.81304 4.45127
H: 4.57408 3.28524 1.63240
H: 0.42151 1.06744 2.31607
H: 2.47421 4.31459 -1.28382
C: 0.14095 -1.53648 2.72058
O: -2.94849 -3.03561 0.60535
H: -0.52781 2.16028 -3.74314
C: 2.97768 2.82171 0.20927
C: -2.83803 5.39830 -0.63178
C: 2.65347 3.23947 -1.22687
N: 0.55801 -1.03672 -1.47600
C: -1.99842 -0.90828 3.84292
C: 2.00766 -4.64926 2.04014
C: -4.00736 -0.84908 0.40626
S: -0.46122 4.17150 -0.79782
H: -1.01641 -1.13078 -5.31267
C: 3.22394 1.33278 0.19256
C: -0.67672 0.02976 -3.47964
C: 1.81757 -4.29822 -2.44111
H: -2.50484 -0.12230 4.40619
C: 1.12857 -2.98172 -2.34368
H: -2.67667 5.83006 0.35544
H: -5.26940 -3.94909 0.93972
H: 0.23405 -3.29844 4.05897
C: 0.31816 -2.33305 -3.25336
H: -2.41410 0.41706 -2.20229
H: -2.66293 0.74387 -3.90984
C: 1.87644 3.17944 1.20648
H: 1.65357 -5.22614 1.18539
C: 4.47961 0.72802 0.20957
C: -0.48157 -0.24028 -4.98269
C: 1.30596 -3.33983 2.12918
H: 5.43619 1.21223 0.27502
C: -0.00614 1.37176 -3.19575
H: 1.78009 2.72319 -1.61922
H: -7.33803 -0.19793 0.63207
C: 4.25343 3.56347 0.62725
C: -6.41957 -0.76756 0.62110
C: 5.25882 -1.72578 0.00295
H: -2.62431 -0.92505 -3.33265
H: 3.08355 -4.51197 1.93250
H: -0.25622 0.53530 5.39540
B: 2.23895 -2.21360 -0.10041
C: -0.56765 -0.47120 3.50919
H: 3.03704 -3.08495 -0.22534
H: 3.50059 3.00414 -1.87406
H: 5.07377 3.37820 -0.06589
H: -2.57537 -1.10957 2.93975
H: -5.17225 0.93631 0.27920
H: 1.72353 4.25928 1.23370
N: 2.27367 0.39374 0.10753
H: -2.17132 -2.46591 0.47231
H: 1.03575 1.36306 -3.52182
N: 0.70245 -1.31869 1.52458
C: 4.25711 -0.62353 0.07206
C: 0.22400 -0.24790 4.80592

## Properties
Calculated total energy ... -2839.0067 Ha
Highest occupied orbital energy ... -10.369 eV
Charge ... +1

---

Record 2
Molecular formula: C34H49BIrN9OS4
Method: DFT, ωB97M-V/def2-TZVPD

Atoms and positions in Å:
H: -5.58318 -0.64232 1.42287
H: 1.43924 1.56358 -3.88060
C: 2.93815 2.99138 -0.11643
C: -0.26571 -2.91952 4.20663
C: -4.90788 -0.58155 0.58072
H: -2.22636 -6.30442 0.67581
N: 1.69476 -1.55284 3.36929
H: 2.71129 2.78388 -4.04309
H: 1.16083 -3.70128 1.92205
S: -0.62860 -0.54477 2.16765
C: -0.62180 2.59357 1.08407
H: -7.70216 1.22461 1.41323
C: -7.12669 3.74693 -1.36013
H: -4.25279 5.47011 1.42854
C: -7.25957 1.47145 -0.67956
H: -4.57201 3.63027 0.02264
C: -1.63797 -5.62643 1.29247
H: -1.69304 4.26551 -1.00345
H: -4.81819 -0.29540 -2.77545
C: -3.13717 -0.45876 -1.46778
C: 1.23222 -2.88332 3.91879
H: 3.03336 3.86817 0.49773
H: -2.93718 5.48421 -0.71490
C: -2.70181 4.10860 0.91863
H: 0.96562 -4.57449 -0.46751
H: 3.04159 -3.22459 5.11798
H: -3.33593 2.41203 -0.29965
H: -6.91124 2.08644 -2.71342
H: 1.60065 -4.04586 5.67348
C: 3.34926 0.93466 -3.07412
N: -7.33378 4.19701 -0.12379
C: 1.05263 -0.56232 2.70408
N: -0.91953 -4.67434 0.45171
C: -1.18712 -3.39378 0.48746
H: -0.45569 -3.79950 4.82079
Ir: -0.57490 -0.48958 -0.08194
H: -2.40226 -0.43492 -2.26370
H: -1.63894 4.47808 3.50545
C: 3.16565 0.01386 2.90076
H: -0.92416 -6.20556 1.87622
H: 2.69574 -3.99108 2.75083
C: 1.96590 -3.11684 5.23927
N: 2.99605 1.46185 -1.69757
H: -0.33606 -5.15452 -1.51563
H: -6.98373 4.50091 -2.12475
C: -3.54427 -0.61521 0.78972
C: -7.07990 2.39919 -1.69228
H: 0.30061 -6.21087 -0.23699
C: -3.72952 3.08674 0.45343
C: 3.09430 -0.55676 -3.23570
N: 1.93313 0.41309 2.44963
H: -0.86181 -2.99788 3.30430
C: -3.37647 5.04454 1.91593
C: 2.50195 1.71496 -4.07530
H: 1.76921 -2.31075 5.94635
H: 1.26439 -4.91513 3.21454
O: -0.64705 -2.57791 -0.29955
C: 4.84121 1.19561 -3.27988
N: 0.39093 2.45800 1.95608
H: 3.62628 -1.14951 -2.49237
H: 0.75523 3.24354 3.92327
C: -7.54497 3.28982 0.82834
C: -2.13463 4.91479 -0.24682
H: -1.37603 5.61669 0.10150
C: -7.51895 1.92047 0.60613
C: 2.36194 0.92632 -0.63556
H: -2.30201 -5.09036 1.96705
C: -1.09207 3.80684 2.87291
S: 1.64707 -0.68338 -0.52302
C: -5.39913 -0.43067 -0.70829
H: -3.15171 -0.70264 1.79190
C: 3.34440 2.76335 -1.37593
H: -3.71327 4.51406 2.80803
C: 0.06518 -5.18463 -0.50359
S: -0.64916 1.80352 -0.48147
H: 2.72141 1.36167 -5.08219
C: 1.61522 -3.93644 2.88466
H: 2.03889 -0.80840 -3.19893
H: 5.43193 0.71139 -2.50184
C: 0.08702 3.19267 3.08304
H: 3.85519 3.40789 -2.06478
S: -7.14780 -0.28103 -1.01360
H: -1.95005 -3.08134 1.20432
H: 5.13802 0.77956 -4.24136
H: 3.75495 -1.81920 3.95058
C: 3.02397 -1.19721 3.47218
N: -2.65939 -0.54924 -0.21738
H: -7.74251 3.67652 1.82131
H: 2.53717 2.53997 2.43300
H: -2.73206 5.87286 2.21041
H: 4.03563 0.63678 2.79819
H: -0.59527 -2.04567 4.76958
H: 3.47485 -0.83351 -4.21848
H: -4.09897 2.50988 1.30111
H: 5.08697 2.25603 -3.29622
C: -4.48512 -0.38800 -1.75153
N: -1.53939 3.43163 1.61546
N: 2.33365 1.84300 0.34903
B: 1.80332 1.82560 1.80658

## Properties
Calculated total energy ... -3614.7215 Ha
Highest occupied orbital energy ... -12.981 eV
Charge ... +2

---

Record 3
Molecular formula: C34H49BN2O5S3SiV
Method: DFT, ωB97M-V/def2-TZVPD

Atoms and positions in Å:
C: 3.67047 2.29687 2.26115
C: -3.73552 1.69943 0.95956
H: -0.80037 0.20605 7.65813
H: -3.69181 -3.00897 -0.58780
C: -4.21892 2.93333 1.36733
H: 5.54972 0.26888 2.03905
H: 4.11661 3.43200 -2.87204
H: 0.67421 4.55023 -1.78760
C: -1.17307 -0.48066 5.66312
C: -0.74087 1.18546 3.97912
H: -3.70557 -1.56887 2.78396
H: 3.96485 -3.49378 -3.09477
H: 3.57612 3.63296 -1.19235
H: -0.03567 2.93224 -1.90149
H: 1.77156 0.35557 2.19641
H: -3.52806 -2.72830 1.48116
O: -1.44808 -0.80879 3.22011
H: -0.05270 3.12848 4.58147
O: -0.80497 1.29973 2.60239
O: 3.18328 -0.69907 -1.45789
H: 4.13212 2.07811 3.22522
S: -2.29826 1.59947 -0.05201
C: -3.76268 -2.10486 -1.18726
H: 3.18203 4.85785 -2.40414
O: 3.06013 1.48536 0.12749
C: -1.51945 -2.88534 -1.66994
C: -5.91758 1.82092 2.64574
O: 2.22881 1.62671 -2.42155
C: 1.64747 3.24835 -4.03653
B: -1.22759 0.04849 2.14393
H: 5.64249 1.31451 0.61529
N: -3.80567 -0.72737 0.85509
C: 2.01267 3.06605 -2.57936
H: 3.20344 -0.31669 2.98572
C: 4.38248 -0.78566 -3.55124
H: 3.05984 -3.29924 -1.58268
H: 4.04568 0.20827 -3.84817
C: 3.30297 3.78652 -2.23715
C: -0.86991 -3.33332 -0.52761
H: -5.69198 3.95248 2.54254
C: -5.31705 2.99296 2.21313
H: 1.67377 -0.57617 -3.74875
H: 2.72510 -0.91696 1.39543
H: -1.48210 -1.47898 5.94081
C: 5.05059 0.54178 1.10804
Si: 2.48960 0.70376 -1.14237
C: -4.48345 -1.01543 -0.44343
H: -0.09640 2.46120 6.99313
C: -4.34080 0.52763 1.38041
H: 4.56378 -1.36804 -4.45647
H: 2.05850 -2.22993 -4.24568
H: -2.89077 -1.39731 -3.57518
H: 0.72916 2.70759 -4.27183
C: -5.43671 0.58481 2.22762
H: -5.51697 -1.31546 -0.24746
N: -2.36734 -1.68743 -1.52942
H: -1.34607 -0.66469 -3.06907
C: -1.13047 -0.07555 4.35308
V: -1.48317 -0.45068 0.08432
C: -0.38882 1.75101 6.23134
C: -2.37319 -0.86976 -2.77570
H: -5.13321 -2.06605 1.83729
C: -0.35797 2.13805 4.89016
H: -2.88333 0.06976 -2.57845
H: 4.74587 -2.76166 -1.68351
H: 0.41873 -4.84304 0.27466
C: 3.34280 -1.47518 -2.69029
H: 1.12489 3.31103 -0.61296
C: 3.80766 -2.84227 -2.23372
C: -1.42692 -3.57589 -2.86815
H: -6.76632 1.85970 3.31573
H: -0.58448 -5.27085 -3.87002
C: 2.78050 -0.02283 2.02334
C: 0.87524 3.48480 -1.66258
H: 0.60187 -6.08499 -1.85246
H: -3.72033 3.83612 1.03928
H: 5.01567 -0.34045 0.46746
H: -4.51134 -0.09393 -1.02350
H: 1.23517 -1.95363 -2.70747
H: 1.49214 4.30590 -4.25475
S: 0.42369 0.08497 -0.50891
C: 0.00064 -5.18648 -1.80398
C: 1.99317 -1.55864 -3.38763
H: -5.91958 -0.31690 2.57216
C: -0.78836 0.47097 6.60966
H: 2.44599 2.87643 -4.67963
S: -1.03606 -2.49004 1.02524
C: -0.65997 -4.73050 -2.93592
H: -4.29351 -2.35951 -2.10732
H: 5.32442 -0.69607 -3.00827
C: -0.10076 -4.49215 -0.60838
C: -4.06531 -1.84340 1.79727
H: -1.94275 -3.22641 -3.75106
C: 3.65329 1.05228 1.39962
H: 2.65310 2.65162 2.43548
H: 4.23996 3.09151 1.77724

## Properties
Calculated total energy ... -4263.7018 Ha
Highest occupied orbital energy ... -10.506 eV
Charge ... +1

---

Record 4
Molecular formula: C34H49BrCl36IN3O7PS
Method: DFT, ωB97M-V/def2-TZVPD

Atoms and positions in Å:
H: 1.17224 -5.28723 2.23229
C: -3.92693 11.91971 0.96009
C: -3.85249 -7.84499 -2.78243
C: -0.44914 -4.25716 1.81501
H: 4.51290 0.71395 -0.55394
C: 1.87131 -3.50863 1.54291
H: -0.32380 -3.97292 4.48273
P: -2.82817 1.44808 -0.79719
H: -1.42118 -1.57092 -1.71378
H: 0.10001 1.67950 -3.11890
Cl: -0.42559 12.38193 4.31826
H: 4.62423 1.31497 -2.27200
C: 0.08155 -3.05835 -0.22387
H: 2.22981 -1.26330 1.60794
Cl: 3.88152 -1.40851 -8.18405
C: 3.46934 -0.67524 -6.62928
Cl: -1.47515 9.75961 3.70882
Cl: -2.13297 7.47024 1.95785
H: 1.10554 -5.64479 0.15472
H: 3.89516 -4.98774 0.06860
Cl: 8.82775 1.28403 -4.93309
H: 3.07176 1.37359 -1.33455
O: -2.49799 1.63410 -2.38929
C: -1.23642 -0.92730 -0.83415
O: 1.29287 -7.41442 -2.55088
Cl: -0.88828 8.31529 -3.25262
C: -7.21367 -5.31684 5.49329
C: 1.69285 -4.95789 -0.49550
Cl: -4.53414 12.30851 -0.65717
C: 1.05197 -1.74927 3.36454
H: -2.58412 -0.29247 0.84550
C: -0.37651 -1.65595 0.29188
Cl: -1.65756 5.49257 -0.09936
Cl: 4.85600 -0.78089 -5.53572
H: -1.87026 1.42224 1.96789
Cl: -0.18444 7.98052 -0.11539
O: -4.26676 1.74065 -0.61118
H: 0.01184 -1.82181 2.99671
H: -3.44021 -4.72872 3.24606
Cl: -7.59345 -5.79271 7.15132
H: -0.81075 3.83091 1.94420
Cl: -3.67640 13.41469 1.87371
H: 3.50465 -5.32465 -1.63023
Cl: 7.69406 2.49673 -2.56695
H: 1.29816 -0.72767 3.72974
Cl: -4.94297 -6.51044 -3.17765
Cl: 2.08903 -1.53451 -5.91719
C: 3.16414 -5.49976 -0.58258
Cl: 0.14006 10.15746 -5.22904
C: -1.03373 -4.73273 4.10468
Cl: -8.10979 -6.33747 4.36146
C: 7.39007 1.38358 -3.90935
Cl: 1.83182 9.26659 -3.06024
O: -1.99822 2.50488 0.16501
C: -2.58453 -0.31196 -0.26225
C: -2.83986 -4.51503 2.33964
H: -3.38496 -3.15674 0.70668
C: 1.57755 -3.43113 0.01132
H: 1.50134 -1.10340 -1.85209
Cl: 0.60475 10.05769 5.69725
Cl: -7.65838 -3.62202 5.24429
H: 2.66982 -3.19199 -1.84402
C: 3.61022 -0.66218 -2.05277
N: -1.40178 -4.48356 2.68593
H: 3.08516 -2.20836 2.83551
O: 0.67691 -6.29245 4.49494
Cl: -3.81869 -8.99834 -4.11684
Cl: 3.95919 10.62472 -0.68165
H: 4.49905 -1.28872 -1.80608
H: 2.33420 -7.41120 0.26933
Cl: 6.68570 10.76102 -1.63672
Cl: 6.02241 1.97622 -4.86851
Cl: -2.39291 11.04939 0.82148
H: -0.64619 -0.05411 -1.19229
H: 2.83433 -4.06003 1.64120
H: -2.07015 3.68974 -2.12361
C: -4.92546 -3.00226 2.20923
Cl: 3.04077 1.02669 -6.87225
C: -0.47223 -6.20368 4.34465
C: 3.99382 0.77929 -1.53845
C: 0.54254 8.79198 -4.17833
H: -2.83285 -2.28161 2.23584
H: 0.44702 3.40962 -2.66326
H: 1.26273 -4.94593 -1.52253
C: -1.74569 7.22726 0.24527
Cl: 7.01484 -0.22515 -3.25986
Cl: -2.07281 11.00053 6.25215
H: 3.63589 -2.78042 -0.39002
H: -5.04147 -2.13254 2.89140
H: -5.57526 -2.88293 1.32113
H: -3.42929 2.27190 1.72920
O: 2.74748 -9.29205 -1.84931
C: -3.39530 -3.13534 1.81440
Cl: -4.42463 -8.65920 -1.31241
C: -0.18749 2.52006 -2.45353
Cl: -3.00847 7.96052 -0.75552
Cl: -5.10439 10.90081 1.80462
H: -2.52019 4.33216 2.45046
H: -1.82567 3.00520 -3.77943
C: 3.14763 -7.05879 -0.40617
H: 0.44166 -0.97250 0.57182
H: 4.12210 -7.46310 -0.07683
C: 2.12462 -2.13617 2.27590
H: -0.13764 -3.19878 -1.30563
I: -3.35075 -6.15476 0.99219
H: 3.38706 -0.66725 -3.13328
N: -0.82072 -4.04027 0.48116
H: 2.33609 -0.48364 -0.31175
N: 0.87893 -4.31066 2.31731
C: -1.76079 3.52966 2.42082
S: 2.77513 -7.86624 -2.01485
Cl: 4.55834 11.99696 -3.15540
C: 5.14827 11.63184 -1.52708
Cl: -5.46968 -5.51497 5.20899
Cl: -2.21431 -7.20777 -2.51441
Br: -1.65386 -7.74741 4.40461
H: 1.24329 -2.41382 4.23690
H: -1.57766 3.15181 3.44886
H: -0.03884 2.26009 -1.37947
Cl: 5.38517 13.13927 -0.63187
H: -0.93306 -4.90005 -0.05444
Cl: 1.09040 7.42686 -5.16711
H: 0.69613 -7.25731 -1.79725
C: -2.33861 2.35224 1.55607
C: -0.84215 10.80030 4.99500
O: 3.71146 -7.46437 -3.02408
C: 2.38319 -1.16956 -1.17508
H: -1.92348 -4.65143 4.77018
H: -1.05796 -1.71050 1.16726
H: -3.44183 -0.90686 -0.64039
H: -5.29293 -3.89588 2.75589
C: 2.62904 -2.67230 -0.85759
C: -1.70081 2.81382 -2.69207

## Properties
Calculated total energy ... -22193.6545 Ha
Highest occupied orbital energy ... -11.828 eV
Charge ... +1